ORCA calculation (ωB97M-V/def2-TZVPD) on a 2-piece molecular cluster, C4H11O2S overall at a distorted geometry.

Computed properties:
**DFT total energy**: -19245.303 eV
**Largest force on an atom**: 0.085 Eh/bohr
**HOMO level**: -13.606 eV
**Gap between HOMO and LUMO**: 9.332 eV
**Lowest unoccupied orbital energy**: -4.27 eV
**Energy relative to the best compared isomer or geometry (same formula, charge and spin)**: 357.9 kJ/mol
**Net charge**: +1

Each line ends with the Löwdin charge.
Geometry (Å):
1 C 0.6983 0.3850 -1.5650  -0.118
2 C 2.1783 -0.9188 0.6042  -0.096
3 C -2.5525 0.4949 0.0830  0.022
4 C -0.2956 0.8464 0.9961  -0.238
5 O -0.3005 -1.4981 -0.0514  -0.380
6 O -2.5785 -0.6880 0.4402  0.068
7 S 0.5548 -0.3060 0.1070  0.823
8 H 1.7671 0.4108 -1.6931  0.051
9 H 0.2915 1.4715 -1.5596  0.113
10 H 0.0974 -0.2424 -2.2501  0.094
11 H 2.4262 -0.6939 1.6503  0.099
12 H 2.9684 -0.3869 0.0786  0.082
13 H 2.1905 -1.8942 0.3855  0.028
14 H -2.3304 0.7484 -0.9004  0.087
15 H -3.1978 1.2035 0.5963  0.131
16 H 0.1525 1.8828 0.8219  0.082
17 H -0.2667 0.5097 2.0225  0.049
18 H -1.8031 -1.3246 0.2341  0.103


ORCA calculation (ωB97M-V/def2-TZVPD) on C4H11O3 as an isolated structure at a distorted geometry.

Computed properties:
**DFT total energy**: -10464.058 eV
**Largest force on an atom**: 0.109 Eh/bohr
**HOMO level**: -4.430 eV
**Gap between HOMO and LUMO**: 6.525 eV
**Lowest unoccupied orbital energy**: 2.10 eV
**Energy relative to the best compared isomer or geometry (same formula, charge and spin)**: 542.4 kJ/mol
**Net charge**: -1

Each line ends with the Löwdin charge.
Geometry (Å):
1 C 2.2674 -2.1214 -1.5854  -0.581
2 O 3.4719 -1.6423 -1.7435  -0.269
3 C 1.3590 -1.3455 -0.5991  -0.026
4 C 0.7083 -0.0956 -0.9554  -0.075
5 C -0.2044 0.5318 0.0530  -0.080
6 O -2.0422 2.7356 2.8612  -0.253
7 H 2.0723 -3.2693 -1.3216  0.100
8 H 1.6802 -2.2214 -2.6423  0.102
9 H 1.0687 -1.7537 0.2651  0.085
10 H 1.8891 -0.2005 -0.4454  0.211
11 H 0.6329 0.0090 -2.0138  0.130
12 H 0.1362 0.0689 1.0429  0.116
13 H -1.2516 0.1735 -0.0248  0.073
14 H -0.2273 1.6260 0.0718  0.091
15 H -2.8051 3.2709 2.6654  -0.047
16 H -3.6692 1.1754 0.9872  -0.106
17 H -2.3363 1.9183 2.2054  -0.079
18 O -2.7498 1.1401 1.1793  -0.391


ORCA calculation (ωB97M-V/def2-TZVPD) on a 2-piece molecular cluster, C4H11O3 overall at a distorted geometry.

Computed properties:
**DFT total energy**: -10467.470 eV
**Largest force on an atom**: 0.077 Eh/bohr
**HOMO level**: -3.578 eV
**Gap between HOMO and LUMO**: 7.451 eV
**Lowest unoccupied orbital energy**: 3.87 eV
**Energy relative to the best compared isomer or geometry (same formula, charge and spin)**: 213.2 kJ/mol
**Net charge**: -1

Each line ends with the Löwdin charge.
Geometry (Å):
1 C -0.2194 -1.7530 0.4168  -0.191
2 C 0.9963 -1.1284 1.1265  -0.237
3 C 0.4995 0.2285 1.6725  -0.298
4 O 1.3992 1.1620 2.2915  -0.119
5 C -0.9895 -0.6682 -0.5426  -0.466
6 O -0.2085 0.1496 -1.3067  -0.314
7 H -0.8895 -2.4203 0.9972  0.093
8 H 0.2134 -2.3981 -0.3592  0.081
9 H 1.4032 -1.7177 1.9691  0.087
10 H 1.8487 -1.1067 0.4248  0.107
11 H 0.2315 0.5886 0.5894  0.102
12 H -0.5459 0.3455 2.2885  0.163
13 H 2.1180 1.2384 1.6461  0.074
14 H -1.7817 -0.1360 0.0221  0.084
15 H -1.6190 -1.3347 -1.1287  0.068
16 H -1.7684 1.3438 -3.7215  -0.007
17 H -1.0269 0.8576 -2.3941  0.039
18 O -1.1787 1.7717 -3.0314  -0.264


ORCA calculation (ωB97M-V/def2-TZVPD) on a 3-piece molecular cluster, C4H11O3 overall at a distorted geometry.

Computed properties:
**DFT total energy**: -10459.641 eV
**Largest force on an atom**: 0.111 Eh/bohr
**HOMO level (spin up / spin down)**: -10.140 / -9.331 eV
**Expectation value of S²**: 1.765
**Gap between HOMO and LUMO (spin up / spin down)**: 8.556 / 6.842 eV
**Lowest unoccupied orbital energy (spin up / spin down)**: -1.58 / -2.49 eV
**Energy relative to the best compared isomer or geometry (same formula, charge and spin)**: 607.2 kJ/mol
**Multiplicity**: 2

Each line ends with the Mulliken spin population.
Geometry (Å):
1 C -3.0931 0.2365 0.0465  -0.031
2 O -2.9433 -0.8132 0.8551  0.830
3 C -1.7332 0.9787 -0.4217  -0.041
4 C -0.4341 0.1771 -0.2818  0.030
5 C 0.8996 0.7881 -0.5107  -0.674
6 O 2.2500 -1.2928 0.3686  -0.237
7 H -3.7900 1.0393 0.3702  0.039
8 H -3.5638 -0.0403 -0.9697  0.129
9 H -1.6192 1.8276 0.2798  0.007
10 H -1.7588 1.4385 -1.4219  0.002
11 H -0.6444 -0.6266 -1.2373  -0.022
12 H -0.5419 -0.3887 0.6150  -0.016
13 H 1.0573 1.1903 -1.4757  -0.010
14 H 1.1217 1.4171 0.3189  -0.004
15 H 1.6626 -0.3807 -0.0206  -0.002
16 H 3.1390 -1.6590 0.7105  0.002
17 H 5.1557 -1.5297 1.1943  -0.020
18 O 4.8361 -2.3621 1.5805  1.019